[1]
52
Properties=species:S:1:pos:R:3:forces:R:3 method="wB97M-V/def2-TZVPD" energy_ha=-1321.5366 homo_lumo_gap_ev=8.07 e_lumo_ev=-0.23 smiles="CC(C)C(=O)N1CCN(c2ccccc2NC(=O)c2ccc(C#N)cc2F)CC1" e_above_lowest_ev=0.7057 homo_ev=-8.30
F 0.255 1.545 -2.168 0.1 0.0 0.1
O 1.737 -0.727 -3.345 0.0 0.1 -0.1
O -4.314 1.664 0.895 -0.3 0.3 0.1
N 1.650 -2.027 -1.514 0.0 -0.5 -0.1
N 3.121 4.578 1.851 0.1 0.3 0.3
N -2.823 0.121 0.254 0.3 0.1 0.0
N -0.067 -0.767 0.406 -0.1 0.1 0.1
C 2.063 0.339 -1.238 0.1 0.4 -0.2
C 2.618 2.563 0.353 -0.1 -0.8 -0.5
C 3.419 1.423 0.436 0.0 0.2 0.1
C -0.660 0.156 1.355 0.0 0.2 0.0
C 2.263 -2.658 2.568 0.1 0.0 0.0
C 2.894 3.681 1.177 0.1 0.3 0.2
C -5.565 -0.140 -1.405 0.1 -0.1 0.1
C -4.096 0.551 0.456 0.0 -0.4 -0.1
C 1.277 -1.779 2.167 -0.1 0.1 0.0
C -5.223 -0.398 0.065 -0.2 0.2 0.1
C 2.964 -3.403 1.635 0.0 -0.1 0.0
C 0.956 -1.603 0.816 0.1 -0.3 0.0
C -6.438 -0.131 0.950 0.2 0.0 -0.1
C -0.970 -1.191 -0.651 -0.4 -0.2 -0.2
C -1.729 0.984 0.658 0.1 0.2 0.3
C -2.426 -1.202 -0.179 0.0 -0.4 -0.1
C 3.140 0.328 -0.356 -0.1 0.1 -0.1
C 1.549 2.606 -0.539 0.0 -0.1 -0.1
C 1.793 -0.829 -2.139 0.0 0.1 0.0
C 1.758 -2.280 -0.126 0.0 -0.1 0.3
C 1.299 1.499 -1.325 0.2 -0.1 0.1
C 2.713 -3.196 0.292 -0.1 0.1 0.1
H -6.220 -0.383 1.985 -0.1 0.0 0.1
H 2.470 -2.776 3.621 0.0 0.0 0.1
H -1.130 -0.366 2.202 0.1 0.1 0.0
H -0.886 -0.529 -1.521 0.0 -0.1 0.0
H -4.702 -0.296 -2.050 0.1 0.0 -0.1
H -6.363 -0.805 -1.728 -0.1 0.0 -0.1
H -4.909 -1.437 0.197 0.0 0.1 0.0
H 3.285 -3.726 -0.457 0.1 0.0 -0.1
H -5.899 0.887 -1.526 0.0 0.1 0.0
H -1.313 1.498 -0.214 0.0 0.0 0.1
H -2.139 1.737 1.335 0.1 -0.1 -0.1
H -6.698 0.923 0.905 0.0 0.1 0.0
H 0.127 0.809 1.745 -0.1 0.0 0.0
H 3.712 -4.114 1.946 0.1 -0.1 0.0
H 4.253 1.405 1.120 0.0 0.0 0.0
H 0.731 -1.238 2.922 -0.1 0.1 0.1
H -7.287 -0.722 0.616 -0.1 -0.1 0.0
H 0.926 3.484 -0.623 -0.1 0.0 0.0
H 1.643 -2.826 -2.136 0.0 0.2 0.0
H -0.712 -2.203 -0.969 -0.1 0.1 0.0
H -2.533 -1.925 0.643 0.0 0.0 -0.1
H -3.047 -1.534 -1.013 0.0 0.0 0.1
H 3.769 -0.547 -0.296 0.0 -0.1 0.0

[2]
54
Properties=species:S:1:pos:R:3:forces:R:3 method="wB97M-V/def2-TZVPD" charge=+2 energy_ha=-1972.2602 homo_lumo_gap_ev=7.44 e_lumo_ev=-7.06 e_above_lowest_ev=0.0000 homo_ev=-14.50
Ir -0.372 0.382 -0.469 0.3 0.0 0.1
S -1.398 2.187 -1.246 -0.1 0.0 0.0
Si -2.912 3.165 -4.378 0.0 0.0 0.1
N 1.488 -0.356 -0.411 0.0 0.1 0.0
N 1.733 -1.645 -0.853 0.0 0.0 0.0
N -1.535 -3.675 0.318 -0.1 0.1 0.0
N -1.088 -0.035 -2.369 0.2 0.1 0.2
N 0.470 1.369 1.148 0.0 0.0 0.0
N -0.426 -1.674 -0.027 0.0 -0.1 -0.1
C 0.564 3.011 2.863 0.1 0.0 0.0
C -1.019 -1.019 -3.261 -0.1 0.0 -0.1
C 0.686 -2.345 -0.569 0.0 0.1 0.0
C 0.613 -3.779 -0.750 -0.1 0.0 0.0
C 1.514 -5.883 -1.466 0.0 0.0 0.0
C -1.462 -2.359 0.393 0.2 0.1 0.2
C -0.647 -5.822 -0.385 0.0 0.0 0.0
C 1.639 -4.517 -1.349 0.0 0.0 0.0
C -2.114 0.390 -4.844 0.0 0.0 -0.1
C -1.550 4.428 -4.218 0.0 0.0 0.0
C -1.614 1.160 -2.702 0.0 -0.1 -0.1
C -0.521 -4.443 -0.275 0.0 0.0 -0.1
C 1.949 2.981 2.847 -0.1 0.0 0.0
C -0.145 2.201 1.991 0.0 0.0 0.0
C -1.552 -0.836 -4.527 0.1 0.0 0.1
C 2.594 2.116 1.972 0.0 0.0 0.0
C 1.828 1.321 1.141 0.0 0.0 0.0
C 0.374 -6.532 -0.983 0.0 0.0 0.0
C -3.525 3.039 -6.127 0.0 0.0 0.0
C 2.359 0.255 0.305 0.0 0.0 0.0
C -4.297 3.456 -3.165 0.0 0.0 0.0
C -2.152 1.455 -3.933 -0.1 0.1 0.0
H -3.959 3.997 -6.419 0.0 0.0 0.0
H -1.512 -1.639 -5.248 0.0 0.0 0.0
H 0.289 -7.606 -1.075 0.0 0.0 0.0
H -5.054 2.671 -3.228 0.0 0.0 0.0
H 2.303 -6.459 -1.928 0.0 0.0 0.0
H 2.519 -4.001 -1.707 0.0 0.0 0.0
H -0.724 4.196 -4.894 0.0 0.0 0.0
H -4.789 4.405 -3.387 0.0 0.0 0.0
H -1.146 4.491 -3.206 0.0 0.0 0.0
H 0.023 3.661 3.536 0.0 0.0 0.0
H -1.927 5.418 -4.481 0.0 0.0 0.0
H -4.302 2.282 -6.253 0.0 0.0 0.0
H -2.527 0.535 -5.835 0.0 0.0 0.0
H -2.716 2.830 -6.831 0.0 0.0 0.0
H 2.521 3.615 3.510 0.0 0.0 0.0
H 3.367 -0.132 0.399 0.0 0.0 0.0
H -2.356 -4.139 0.681 0.0 0.0 0.0
H -3.945 3.510 -2.132 0.0 0.0 0.0
H -2.255 -1.789 0.859 -0.2 -0.2 -0.1
H 3.673 2.052 1.935 0.0 0.0 0.0
H -1.528 -6.327 -0.010 0.0 0.0 0.0
H -1.226 2.218 1.951 0.0 0.0 0.0
H -0.540 -1.941 -2.959 0.0 0.0 0.0

[3]
52
Properties=species:S:1:pos:R:3:forces:R:3 method="wB97M-V/def2-TZVPD" energy_ha=-1317.3656 homo_lumo_gap_ev=8.54 e_lumo_ev=0.70 smiles="C=C(C)COc1ccc(-c2nc(N)nc(C)c2Oc2ccccc2OC)c(O)c1" e_above_lowest_ev=3.2101 homo_ev=-7.85
O 1.614 3.586 -0.145 0.2 -0.2 -0.1
O -1.840 -1.515 0.895 0.0 -0.1 0.1
O 2.160 -0.701 -1.927 -0.1 0.1 -0.2
O -1.365 -1.012 -1.811 -0.3 0.2 0.4
N 1.801 -4.895 -1.195 0.2 -0.3 -0.2
N -0.193 -4.548 -0.110 0.2 -0.3 -0.1
N 1.305 -2.764 -0.505 0.1 -0.1 -0.1
C 0.447 -1.888 0.035 -0.6 -0.2 0.4
C 1.384 2.259 0.029 0.0 -0.4 -0.1
C 1.704 4.526 2.129 0.1 -0.1 -0.2
C -2.097 1.289 -1.486 0.1 -0.1 -0.1
C -2.625 2.251 -0.642 0.0 0.1 0.1
C 0.949 -4.042 -0.572 -0.3 0.3 0.1
C 1.043 4.502 0.768 -0.3 0.4 0.2
C -2.080 -0.292 0.324 -0.4 0.4 -0.3
C -0.829 -2.320 0.428 0.7 -0.6 -0.1
C -2.643 0.672 1.148 0.1 -0.3 -0.2
C 1.863 1.428 -0.980 0.1 0.1 -0.1
C -1.024 -0.735 -3.148 0.1 0.1 -0.3
C 0.881 -0.492 0.104 0.1 0.0 0.1
C -2.395 -4.244 0.827 0.0 0.0 0.0
C 1.001 4.730 3.231 0.0 0.0 0.0
C 1.651 0.058 -0.940 -0.1 0.2 0.3
C 3.188 4.345 2.118 -0.1 0.0 0.1
C -1.840 0.004 -1.031 -0.1 -0.3 0.0
C -2.920 1.939 0.671 0.0 0.1 0.0
C 0.488 0.341 1.147 0.3 0.0 -0.2
C -1.087 -3.696 0.364 0.0 0.6 0.1
C 0.737 1.698 1.127 0.0 0.3 0.2
H -1.898 -0.420 -3.728 0.0 0.0 0.0
H 1.627 -5.876 -1.067 0.0 0.0 0.0
H 1.192 5.477 0.289 -0.1 -0.1 0.1
H 3.441 3.353 1.745 0.1 0.0 0.0
H 2.003 -1.640 -1.676 0.2 0.1 0.1
H 2.749 -4.590 -1.330 0.0 0.0 0.0
H -1.890 1.548 -2.512 0.0 0.0 -0.1
H -0.007 -0.086 2.005 -0.1 0.0 0.0
H -2.842 0.407 2.175 0.0 -0.1 0.1
H -0.069 4.852 3.211 -0.3 0.0 -0.1
H 0.423 2.306 1.959 0.0 0.1 0.0
H -3.351 2.678 1.328 0.0 0.1 0.1
H -0.036 4.324 0.865 0.1 0.0 0.0
H -2.534 -4.031 1.885 -0.1 0.0 0.1
H -0.243 0.027 -3.211 0.0 0.0 0.0
H -2.813 3.243 -1.024 0.0 0.1 0.0
H -0.645 -1.674 -3.549 0.0 0.1 0.0
H -2.421 -5.317 0.660 0.0 0.0 0.0
H 3.601 4.462 3.116 0.1 0.0 0.1
H 3.647 5.073 1.450 0.1 0.0 -0.1
H 1.470 4.790 4.198 0.2 0.0 0.2
H -3.206 -3.763 0.283 -0.1 0.0 0.0
H 2.411 1.854 -1.804 0.1 0.1 -0.1

[4]
55
Properties=species:S:1:pos:R:3:forces:R:3 method="wB97M-V/def2-TZVPD" energy_ha=-2188.9569 homo_lumo_gap_ev=7.66 e_lumo_ev=0.07 smiles="COc1ccc(NS(=O)(=O)c2cc(NC(=O)c3cccs3)ccc2N2CCOCC2)cc1" e_above_lowest_ev=1.4878 homo_ev=-7.59
S 4.775 -3.015 -1.427 -0.5 0.0 -0.4
S -2.782 1.438 -0.555 -0.1 -0.3 -0.5
O 3.630 -0.832 0.117 0.0 0.0 0.2
O 0.461 -4.054 0.696 -0.2 0.3 0.2
O -3.561 1.441 0.644 0.2 -0.2 0.1
O -3.158 2.337 -1.611 0.1 -0.1 -0.2
O -1.460 5.573 2.804 -0.1 0.1 0.1
N -1.474 2.913 1.825 -0.1 0.1 0.3
N 1.857 -0.355 -1.251 0.2 -0.2 -0.4
N -2.895 -0.095 -1.252 -0.1 0.9 0.0
C 2.975 -1.052 -0.882 -0.4 0.4 -0.2
C 3.429 -3.711 -3.497 0.2 -0.2 -0.1
C -0.175 0.850 -0.916 0.7 0.1 -0.1
C -1.008 -2.263 1.029 0.2 -0.1 -0.1
C -1.542 -2.067 -1.671 -0.3 0.4 0.1
C 4.545 -4.032 -2.785 0.0 0.2 0.3
C 1.131 -4.955 -0.151 0.1 -0.2 -0.2
C 3.341 -2.127 -1.815 0.5 -0.6 -0.2
C 1.495 0.975 0.788 0.1 -0.1 -0.1
C -1.862 -1.285 0.573 -0.1 -0.2 -0.1
C 1.093 0.508 -0.464 -0.5 0.4 0.2
C -2.119 -1.159 -0.792 0.3 -0.8 0.4
C -1.662 5.305 1.435 -0.2 -0.2 -0.3
C -0.690 -3.060 -1.213 0.2 -0.3 0.1
C -1.044 1.576 -0.127 -0.7 0.0 0.0
C 2.735 -2.621 -2.942 0.1 0.3 0.4
C 0.665 1.785 1.528 -0.3 0.1 0.0
C -0.634 2.121 1.099 0.2 -0.2 0.0
C -0.395 -3.152 0.142 0.0 0.1 0.0
C -0.643 4.592 3.401 0.0 -0.3 0.2
C -1.267 3.202 3.226 0.2 0.3 0.1
C -2.303 3.926 1.205 0.1 0.6 0.1
H 1.403 -0.641 -2.105 0.1 -0.1 0.1
H 1.771 -5.549 0.500 0.0 0.0 -0.1
H -3.020 -0.043 -2.251 0.0 0.2 -0.1
H 1.826 -2.235 -3.371 -0.2 0.1 0.0
H 1.030 2.162 2.470 0.0 0.1 0.1
H -2.406 3.747 0.137 0.0 0.2 0.1
H 0.360 4.611 2.945 0.0 0.0 0.1
H -0.655 2.431 3.692 0.0 0.0 0.0
H 3.113 -4.233 -4.383 0.0 -0.1 -0.1
H 5.249 -4.815 -2.987 0.1 -0.2 -0.1
H -0.511 0.508 -1.883 0.0 -0.2 -0.1
H -0.259 -3.746 -1.925 0.1 -0.1 0.0
H 2.466 0.701 1.166 0.0 0.0 0.0
H -3.298 3.894 1.660 0.0 0.0 -0.1
H -0.788 -2.360 2.079 0.0 0.0 0.2
H -0.698 5.347 0.901 -0.1 0.0 0.0
H -2.332 -0.595 1.255 0.0 0.0 0.2
H -2.253 3.202 3.705 0.1 0.0 0.1
H -0.567 4.860 4.456 0.1 -0.1 0.0
H 1.751 -4.434 -0.887 0.0 0.0 0.0
H -2.315 6.096 1.064 0.0 0.0 -0.1
H -1.756 -1.997 -2.729 0.0 0.0 -0.1
H 0.430 -5.618 -0.669 0.0 0.0 0.0

[5]
55
Properties=species:S:1:pos:R:3:forces:R:3 method="wB97M-V/def2-TZVPD" energy_ha=-1866.1257 homo_lumo_gap_ev=8.69 e_lumo_ev=-0.68 smiles="CC(=O)NS(=O)(=O)c1ccc(NC(=O)c2ccc3c(c2)C(=O)N(CCC(C)C)C3=O)cc1" e_above_lowest_ev=0.0000 homo_ev=-9.37
S 2.411 -3.459 0.806 -0.4 -0.1 -0.5
O -0.832 0.777 -1.788 0.0 0.1 -0.1
O 4.674 4.063 -0.604 0.0 0.2 0.1
O 3.205 -4.556 0.341 0.1 0.1 -0.3
O 0.386 -1.375 0.295 -0.2 0.3 0.2
O -2.146 3.072 1.924 0.1 0.0 0.1
O 1.857 -3.515 2.117 0.0 0.5 0.0
N 4.722 1.818 -0.513 0.5 0.0 -0.3
N -1.786 1.788 0.048 -0.3 -0.1 0.0
N 1.151 -3.379 -0.352 0.8 -0.4 0.7
C 0.296 -2.322 -0.452 -0.4 0.3 -0.2
C 2.235 3.745 1.123 0.1 -0.1 -0.1
C -5.679 -0.317 -0.597 0.1 0.0 0.3
C -1.408 2.644 1.074 -0.2 0.1 0.1
C -0.728 -2.431 -1.551 0.1 0.1 0.0
C 4.003 -1.780 -0.629 0.1 0.0 0.0
C 3.002 -0.850 1.358 0.0 0.1 0.1
C 1.759 2.175 -0.667 -0.1 0.2 0.1
C -3.146 1.309 -0.088 -0.1 -0.2 -0.1
C -0.742 1.459 -0.797 0.0 0.0 -0.1
C 4.097 3.028 -0.364 0.0 0.0 0.0
C 0.037 2.899 0.865 0.6 -0.1 -0.3
C 3.229 -1.912 0.507 -0.3 -0.5 0.2
C -4.548 -2.263 0.499 0.0 0.3 0.1
C 0.915 3.709 1.555 -0.2 -0.1 0.0
C 4.526 -0.542 -0.949 -0.1 0.1 0.1
C -3.216 -0.218 -0.036 -0.3 0.1 0.2
C 0.448 2.162 -0.249 0.2 0.4 0.5
C -4.592 -0.740 0.388 0.1 -0.2 -0.2
C 3.528 0.388 1.045 0.2 -0.2 0.0
C 4.253 0.559 -0.136 -0.2 -0.5 0.2
C 2.661 2.966 0.052 -0.4 0.3 -0.1
H 2.409 -1.010 2.243 -0.1 0.1 0.1
H -1.651 -2.823 -1.127 -0.1 -0.1 0.0
H -2.966 -0.618 -1.018 0.1 -0.1 0.0
H -5.432 -0.653 -1.602 0.0 0.0 -0.2
H 5.616 1.858 -0.989 -0.1 0.1 0.1
H 5.122 -0.415 -1.840 0.0 0.0 -0.1
H -3.554 1.681 -1.032 0.0 0.0 0.1
H -4.832 -0.327 1.374 0.0 0.0 0.0
H -3.702 1.749 0.744 0.0 0.0 -0.1
H -6.634 -0.755 -0.315 -0.1 0.0 0.0
H 2.956 4.372 1.627 0.1 0.1 0.0
H -0.920 -1.433 -1.939 0.0 -0.1 0.0
H 3.373 1.223 1.708 0.0 0.0 0.1
H -5.499 -2.647 0.861 -0.1 -0.1 0.0
H 1.079 -4.167 -0.974 0.1 -0.1 0.0
H 0.582 4.293 2.399 0.0 0.1 0.1
H -0.395 -3.088 -2.349 0.0 -0.1 -0.1
H 4.181 -2.646 -1.246 0.1 -0.1 -0.2
H -5.795 0.764 -0.612 -0.1 0.1 -0.1
H -4.351 -2.707 -0.475 0.0 -0.1 -0.1
H -3.768 -2.577 1.188 0.1 -0.1 0.1
H -2.464 -0.574 0.672 0.1 0.0 0.0
H 2.072 1.600 -1.525 0.1 -0.1 -0.1

[6]
56
Properties=species:S:1:pos:R:3:forces:R:3 method="wB97M-V/def2-TZVPD" charge=-1 energy_ha=-2287.8621 homo_lumo_gap_ev="5.06 / 3.84" e_lumo_ev="2.47 / 0.69" e_above_lowest_ev=0.0000 homo_ev="-2.59 / -3.16" s_squared=2.047 multiplicity=3
Pt 0.315 -1.374 -2.651 -0.4 0.0 -0.5
S 0.813 -2.370 -4.658 -0.5 -0.1 0.5
S -1.246 -3.007 -2.340 0.4 0.2 -0.7
O 2.668 -3.571 1.112 0.1 -0.2 0.1
O 0.190 1.004 5.394 0.0 0.0 0.0
O 1.757 0.075 -2.784 -0.3 -0.6 -0.2
O 2.143 -2.985 -0.973 0.1 -0.1 0.3
N -0.488 -0.023 -1.332 -0.1 0.1 0.1
N 0.357 4.593 0.142 0.3 0.5 -0.3
N -0.380 4.661 1.225 -0.4 0.3 0.2
N 2.072 -1.281 2.195 0.0 0.0 -0.1
C 1.816 3.429 -1.323 -0.1 0.1 0.1
C 1.646 -1.424 0.800 0.2 -0.1 -0.1
C -0.518 -3.447 -4.891 0.8 0.4 -0.3
C -1.222 3.654 3.225 0.1 0.0 -0.2
C 0.639 3.467 -0.545 -0.1 -0.3 0.3
C 0.245 1.145 -1.305 0.3 0.1 -0.2
C -0.212 3.767 2.253 0.1 -0.5 -0.1
C -0.849 0.846 6.325 0.0 0.0 0.0
C -1.680 -0.050 -0.755 0.1 -0.2 0.0
C 2.177 -2.727 0.199 -0.1 0.2 -0.1
C -1.505 2.242 -0.070 -0.1 -0.2 0.0
C -0.688 -3.956 -6.297 0.0 -0.1 0.1
C -1.353 -3.790 -3.873 -0.3 0.1 0.8
C 1.426 1.142 -2.063 -0.1 0.5 0.3
C -1.125 2.750 4.273 -0.1 -0.1 0.2
C -2.238 1.065 -0.145 0.0 0.2 0.1
C 0.949 2.978 2.443 -0.1 0.2 0.0
C -2.416 -4.855 -3.975 0.1 0.1 0.0
C -0.218 2.299 -0.599 0.3 0.0 0.1
C 2.200 2.314 -2.042 -0.2 -0.4 0.0
C 0.005 1.955 4.410 0.1 0.0 -0.1
C 1.053 2.109 3.505 0.0 -0.1 0.1
H -3.236 1.001 0.263 0.0 0.0 0.0
H 1.958 1.534 3.661 0.0 0.0 0.0
H -0.521 0.068 7.012 0.0 0.0 0.0
H -3.224 -4.553 -4.645 0.0 0.0 0.0
H 3.129 2.312 -2.600 0.0 0.0 0.0
H -1.782 0.532 5.844 0.0 0.0 0.0
H -2.103 4.274 3.120 0.0 0.0 0.0
H -1.034 1.768 6.887 0.0 0.0 0.0
H -0.986 -3.131 -6.947 0.0 0.0 0.0
H -1.941 3.122 0.379 0.1 0.0 0.1
H 1.953 -0.605 0.150 -0.1 0.0 0.0
H 1.358 -0.830 2.751 0.0 0.1 0.0
H -2.209 -0.994 -0.786 0.0 0.0 -0.1
H 2.592 -3.094 1.967 0.0 0.0 0.0
H 0.559 -1.494 0.747 0.0 0.1 0.0
H 1.778 3.092 1.758 0.0 0.0 -0.1
H -2.836 -5.032 -2.987 -0.1 -0.1 0.0
H -1.944 2.673 4.977 0.0 0.0 0.0
H 2.451 4.305 -1.297 0.0 0.0 0.0
H 0.249 -4.358 -6.685 0.0 0.0 0.0
H -1.995 -5.792 -4.346 0.0 0.0 0.0
H 2.906 -0.712 2.254 0.0 0.1 0.0
H -1.456 -4.727 -6.359 0.0 0.0 0.0